1.
Entry from the OMol25 dataset: a gas-phase ion, C4H10NO2 (charge -1) at a distorted geometry (ωB97M-V with the def2-TZVPD basis set).

Geometry as XYZ:
```
17
Properties=species:S:1:pos:R:3:forces:R:3:lowdin_charge:R:1
C -0.424084 0.124045 -1.740325 -0.37 -0.23 0.92 -0.480
O -0.602197 1.253525 -2.472597 0.57 -1.43 0.51 -0.380
C 0.401940 0.486791 -0.335222 -1.49 4.02 -1.92 -0.315
C 0.535118 -0.386841 0.892470 1.65 -2.53 -2.96 -0.418
C -0.520683 -1.406780 1.286263 -1.47 2.61 -0.58 -0.049
O 1.854634 -0.946534 0.692028 1.29 -0.20 -0.73 -0.109
N -0.187470 1.817239 0.152667 -0.90 1.25 -1.34 -0.044
H 0.086625 -0.805411 -2.258716 -0.43 1.36 0.67 0.092
H -1.408777 -0.298556 -1.307868 0.55 0.13 -0.42 0.074
H 1.407979 0.917341 -0.843945 -1.53 -1.27 1.58 0.150
H 0.629360 -0.047992 1.845402 0.18 3.23 2.25 0.081
H -1.436030 -0.719351 1.314681 0.89 -0.98 0.65 0.106
H -0.854535 -2.186388 0.695593 -0.05 -1.64 -1.83 0.038
H -0.248868 -1.793962 2.235847 -0.04 -0.27 1.07 0.057
H 2.293602 -0.235807 0.141305 -0.58 -1.49 1.01 0.080
H -1.199729 1.789625 0.426277 1.05 -0.89 -0.12 0.050
H -0.326885 2.439054 -0.723860 0.68 -1.67 1.22 0.068
```
Forces are in eV/Å.

Its total charge is -1. The SMILES is C[C@@H](O)[C@H](N)C[O-]. Its lowest unoccupied orbital energy is 3.915 eV. For the gap between HOMO and LUMO, the calculation gives 6.73 eV. The calculation puts the HOMO energy at -2.8 eV. The calculation puts the energy above the lowest of the compared OMol25 structures with the same formula, charge and spin at 4.505 eV. The value obtained for the max |F| is 4.69 eV/A.


2.
Entry from the OMol25 dataset: 2 unconnected molecules or ions with the total composition C4H6N3 at a distorted geometry (ωB97M-V with the def2-TZVPD basis set).

Geometry as XYZ:
```
13
Properties=species:S:1:pos:R:3:forces:R:3:lowdin_charge:R:1
C -1.058695 0.756628 -1.685812 -0.19 -1.45 0.62 -0.177
C 0.743215 0.971583 1.466374 -0.52 0.22 -0.42 0.086
C -0.733070 -0.134492 0.515773 2.89 -2.58 1.94 -0.207
C 0.183443 -1.371435 0.259145 0.94 3.03 0.34 -0.007
N -1.180466 0.468458 -0.491050 -1.81 2.57 -1.74 0.122
N 1.696349 1.163681 2.064134 1.11 0.11 0.29 0.239
N -1.015763 0.860918 -2.838140 -0.44 0.67 -2.75 0.300
H -1.188614 -0.014159 1.483720 -0.79 -0.30 -0.12 0.117
H -0.327839 -2.221125 0.491133 -1.93 -2.48 -0.11 0.058
H 1.053360 -1.495995 0.899948 0.06 0.66 0.22 0.084
H 0.538793 -1.258857 -0.750269 -0.01 -0.55 -0.44 0.089
H 2.634651 1.241684 2.402616 0.07 0.16 0.29 0.125
H -1.345363 1.033112 -3.817574 0.63 -0.06 1.87 0.170
```
Forces are in eV/Å.

Its total charge is +1. Its lowest unoccupied orbital energy is -4.487 eV. For the gap between HOMO and LUMO, the calculation gives 10.23 eV. The calculation puts the HOMO energy at -14.7 eV. The calculation puts the energy above the lowest of the compared OMol25 structures with the same formula, charge and spin at 3.483 eV. The value obtained for the max |F| is 4.33 eV/A.


3.
Entry from the OMol25 dataset: a molecular structure, C33H50CeCl2P2 at a distorted geometry (ωB97M-V with the def2-TZVPD basis set).

Geometry as XYZ:
```
88
Properties=species:S:1:pos:R:3:forces:R:3:mulliken_spin:R:1
P 0.062041 -0.712284 -1.593840 -0.04 0.38 -1.44 -0.001
C 1.612237 -0.095277 -2.512201 -0.25 -0.24 0.36 -0.003
C 1.864405 -0.552845 -3.960523 -0.14 0.11 -0.13 0.000
C 3.254618 -0.118627 -4.441714 0.14 -0.09 0.25 0.000
C 3.552576 1.373190 -4.208437 -0.13 -0.07 -0.15 0.000
C 3.139849 1.865111 -2.816124 0.09 -0.10 0.03 0.000
C 1.715068 1.439848 -2.458132 0.16 -0.09 0.11 0.001
C -1.367892 0.167958 -2.455414 0.14 -0.18 0.25 -0.004
C -1.220348 0.293695 -3.976157 -0.18 0.07 -0.02 0.000
C -2.516316 0.801428 -4.607076 -0.07 -0.01 0.12 0.000
C -2.982927 2.127809 -3.988091 0.18 -0.02 -0.14 0.000
C -2.971336 2.121416 -2.451780 -0.16 -0.12 -0.06 0.000
C -1.688442 1.544742 -1.837577 0.08 -0.04 -0.05 0.000
C -0.115787 -2.418389 -2.331652 -0.01 0.28 -0.17 0.001
C 1.088697 -3.297015 -1.955627 -0.05 -0.30 -0.09 0.002
C 1.002340 -4.662009 -2.665779 -0.04 0.13 0.05 0.000
C -0.337926 -5.371262 -2.431227 -0.01 0.09 0.15 0.000
C -1.549228 -4.467686 -2.693930 0.08 0.22 -0.03 0.000
C -1.452061 -3.096144 -1.996825 -0.03 -0.35 0.13 0.000
H 2.419808 -0.507070 -1.875122 -0.18 0.23 -0.17 0.000
H 1.111528 -0.104041 -4.620799 0.27 -0.16 0.14 0.000
H 1.767431 -1.640815 -4.074813 0.07 0.22 0.04 0.000
H 3.359414 -0.365832 -5.506819 0.04 0.08 0.15 0.000
H 4.003758 -0.720662 -3.909939 -0.03 0.08 0.00 0.000
H 4.624411 1.547551 -4.362124 -0.14 0.05 -0.03 0.000
H 3.024844 1.964425 -4.970433 0.01 -0.05 0.10 0.000
H 3.823796 1.451619 -2.063593 -0.09 0.05 -0.04 0.000
H 3.227916 2.955039 -2.760874 0.04 -0.08 -0.03 0.000
H 1.446720 1.826453 -1.465356 0.07 -0.11 -0.15 0.002
H 1.014831 1.881718 -3.183497 0.16 -0.06 0.21 0.000
H -2.230671 -0.489939 -2.246222 0.20 0.22 0.01 0.000
H -3.292468 0.037599 -4.466142 0.02 0.06 0.01 0.000
H -0.945095 -0.664080 -4.441616 -0.07 0.23 0.14 0.000
H -0.416067 1.009196 -4.196983 -0.27 -0.16 0.00 0.000
H -2.369325 0.907162 -5.689834 -0.12 0.06 0.12 0.000
H -3.995385 2.346807 -4.349988 0.14 0.08 0.07 0.000
H -2.336825 2.937608 -4.355958 -0.02 -0.10 0.06 0.000
H -3.137891 3.139681 -2.084165 0.03 -0.12 0.01 0.000
H -3.824516 1.524268 -2.104535 0.10 0.00 0.04 0.000
H -1.808042 1.470057 -0.744201 0.06 0.01 -0.25 0.002
H -0.847922 2.231285 -2.016259 -0.20 -0.10 0.05 0.000
H -0.111963 -2.278042 -3.424905 0.13 -0.08 0.17 0.000
H 2.045604 -2.821934 -2.229661 -0.36 -0.04 0.14 0.000
H 1.117049 -3.445634 -0.863863 -0.07 0.04 -0.19 -0.001
H 1.143572 -4.505057 -3.747332 -0.02 0.00 0.18 0.000
H 1.825038 -5.303951 -2.324444 -0.11 0.08 -0.11 0.000
H -0.378032 -5.733560 -1.394045 0.02 0.09 -0.11 0.000
H -0.398040 -6.254623 -3.077042 0.01 0.02 0.11 0.000
H -2.468145 -4.977418 -2.375398 0.14 0.09 -0.09 0.000
H -1.637379 -4.291381 -3.777616 0.02 -0.07 0.13 0.000
H -2.305424 -2.484645 -2.330943 0.33 -0.14 0.13 0.000
H -1.566400 -3.195687 -0.907857 0.06 -0.04 -0.25 0.000
Ce 0.000001 -0.398976 1.473216 -0.39 1.12 0.88 1.021
Cl -2.285212 -1.630266 1.093412 -0.93 -0.71 -0.14 -0.003
Cl 2.553012 0.020135 1.142330 1.22 -0.01 -0.25 -0.001
C -0.641856 1.477329 2.461634 -0.24 0.98 -0.36 -0.019
H -1.306394 1.093957 3.272141 0.01 0.12 -0.10 -0.003
C -0.543446 2.913918 2.407343 0.13 -1.42 -0.13 0.008
C -1.198393 3.808109 3.298369 0.00 0.46 -0.19 -0.005
C -1.341250 5.148588 2.952136 0.31 -0.03 -0.19 0.003
C -0.746315 5.662752 1.784151 -0.16 0.18 0.11 -0.007
C 0.088810 4.830975 1.015060 -0.04 -0.45 0.45 0.004
C 0.233368 3.491613 1.354091 -0.13 0.62 -0.02 -0.006
H -1.606846 3.421768 4.237842 -0.09 0.08 -0.41 -0.001
H -1.916256 5.817199 3.601574 0.18 -0.17 -0.19 0.000
H 0.631908 5.225879 0.156543 -0.08 0.03 0.15 0.000
H 0.923388 2.832688 0.812295 -0.33 0.24 0.02 -0.001
H -0.903778 6.705919 1.501898 0.08 -0.26 0.10 -0.001
C 2.484639 -0.717155 5.084421 0.20 -0.46 0.31 0.000
P 0.760843 -0.505420 4.502797 0.23 0.38 0.11 0.002
C 0.215284 -2.157443 3.935258 0.26 -0.60 0.52 0.011
C -0.025704 -0.406121 6.156801 0.03 0.11 0.36 -0.001
C -0.514144 -1.490890 6.907086 -0.16 0.53 0.14 0.000
C -1.092945 -1.261801 8.163103 0.17 0.16 -0.08 0.000
C -1.145017 0.027600 8.696309 0.14 0.13 -0.32 0.000
C -0.620786 1.104609 7.969559 0.17 -0.26 -0.07 0.000
C -0.045484 0.886718 6.716698 -0.29 -0.44 0.18 0.000
H 3.182601 -0.856063 4.252418 -0.19 0.02 0.06 0.000
H 2.547159 -1.554857 5.795192 0.20 0.15 -0.15 0.000
H 2.758037 0.207229 5.614441 -0.09 -0.25 -0.19 0.000
H 0.342679 -2.882380 4.744151 -0.04 -0.29 -0.31 0.001
H -0.846489 -2.143475 3.638598 0.29 0.02 0.05 -0.002
H 0.842710 -2.477845 3.089651 -0.13 -0.07 0.19 -0.002
H -0.441193 -2.516821 6.540500 -0.15 0.37 0.03 0.000
H -1.503129 -2.092146 8.738010 0.15 0.13 -0.15 0.000
H -1.571007 0.201845 9.683926 0.01 -0.08 -0.25 0.000
H -0.652027 2.115742 8.374358 0.01 -0.25 -0.03 0.000
H 0.407502 1.707335 6.157205 -0.31 -0.11 0.07 0.000
```
Forces are in eV/Å.

Its expectation value of S² is 0.752. Its total charge is -1. As for the spin multiplicity: 2. Its lowest unoccupied orbital energy (alpha / beta) is 2.406 / 2.405 eV. For the gap between HOMO and LUMO (alpha / beta), the calculation gives 4.34 / 4.33 eV. The calculation puts the HOMO energy (alpha / beta) at -1.9 / -1.9 eV. The value obtained for the max |F| is 1.48 eV/A.


4.
Entry from the OMol25 dataset: a gas-phase ion, C6H12BN2O2 (charge +1) at a distorted geometry (ωB97M-V with the def2-TZVPD basis set).

Geometry as XYZ:
```
23
Properties=species:S:1:pos:R:3:forces:R:3:lowdin_charge:R:1
B 2.224827 -1.288083 -0.338283 -1.10 -0.61 -0.33 -0.784
C 1.485043 0.273253 -2.526514 -0.09 0.11 -1.95 -0.133
C -0.384722 1.701432 -1.783857 1.00 1.06 -0.62 -0.076
C 1.629203 -0.548507 -1.551177 0.01 -0.23 1.35 0.219
C -0.947779 -0.221677 -0.521772 0.85 1.10 3.86 -0.007
C -1.021795 0.240075 2.005739 -2.56 -1.90 1.63 -0.101
C -1.304301 -0.711468 0.876283 1.03 -3.93 -1.72 -0.239
N 0.443333 1.197989 -2.747691 -2.64 1.81 1.51 0.073
N -0.683368 1.105982 -0.636128 -0.27 -0.90 -0.69 0.065
O 2.419146 -2.609157 -0.427821 0.57 -1.84 0.06 0.185
O 2.239642 -0.634079 0.838827 2.19 0.59 2.39 0.144
H 2.034788 0.311108 -3.470214 0.74 -0.40 0.46 0.141
H -0.778135 2.727347 -1.717289 0.88 -0.18 -1.21 0.163
H -1.167903 -0.790371 -1.361857 -0.15 -0.60 -1.55 0.124
H -0.795484 -0.389412 2.942363 -0.34 1.24 -1.33 0.118
H -2.068526 0.712404 2.155832 2.28 0.29 0.21 0.122
H -0.154823 0.811888 1.762474 0.32 0.91 0.32 0.051
H -2.329447 -1.122669 0.809575 -0.11 0.88 0.12 0.122
H -0.860226 -1.829048 1.009272 -0.08 2.57 -0.30 0.170
H 0.586445 1.894918 -3.468168 0.16 -0.39 -0.21 0.156
H -0.678364 1.814442 0.110344 -0.71 -1.20 0.25 0.175
H 2.576987 -3.170858 0.365939 -0.10 0.96 -0.85 0.143
H 2.970291 -0.948708 1.476226 -1.89 0.66 -1.37 0.170
```
Forces are in eV/Å.

Its total charge is +1. Its lowest unoccupied orbital energy (alpha / beta) is -4.192 / -4.594 eV. For the gap between HOMO and LUMO (alpha / beta), the calculation gives 7.34 / 7.75 eV. The calculation puts the HOMO energy (alpha / beta) at -11.5 / -12.3 eV. The calculation puts the energy above the lowest of the compared OMol25 structures with the same formula, charge and spin at 3.901 eV. The value obtained for the max |F| is 4.41 eV/A.